[1]
Entry from the Open Molecules 2025 dataset: C16H36BClCsFMgN3O4P as an isolated structure at a distorted geometry (ωB97M-V/def2-TZVPD).

Properties
LUMO energy, Eh: -0.3274
Strongest force on any atom, eV/A: 6.55
Frontier orbital gap, eV: 2.346
Net charge: +2
E_tot, eV: -61009.218
E_HOMO, eV: -11.26

Geometry (Å):
C1 -1.213 1.493 3.739
H1 -5.874 5.125 4.225
H2 -1.132 -2.430 2.032
Mg1 -1.080 2.760 -0.194
H3 -2.486 -1.289 1.897
H4 -0.753 -2.393 -0.729
N1 0.095 1.193 4.403
N2 4.151 -0.629 -1.219
C2 6.253 -2.209 -4.519
H5 -6.325 1.570 2.703
C3 3.306 -1.495 -2.128
B1 -1.358 -0.335 -2.484
H6 -2.387 1.573 5.552
C4 -1.592 -1.542 2.474
H7 -1.713 -0.200 -3.596
C5 -5.810 4.062 3.974
H8 4.958 -0.873 -5.772
H9 7.708 -3.897 -4.305
C6 -0.292 0.737 -1.837
C7 -4.651 2.850 2.435
H10 -3.295 1.035 4.128
H11 3.700 -1.534 -3.251
H12 1.256 -1.583 -1.051
H13 -2.165 -0.066 4.939
H14 3.432 -2.612 -1.726
H15 -6.902 4.506 2.186
P1 -1.927 -1.802 -1.361
H16 6.094 -1.866 -3.505
F1 1.920 -3.281 -0.896
H17 -5.945 3.473 4.887
H18 7.462 -4.028 -7.014
C8 7.094 -3.268 -4.936
H19 -6.336 2.481 1.152
O1 -3.714 2.345 1.840
H20 -0.508 1.385 1.708
H21 -1.866 -1.781 3.504
H22 3.975 -0.905 -0.228
H23 -0.406 0.704 -0.652
C9 1.297 0.408 -2.195
N3 6.121 -2.388 -6.731
H24 -1.287 2.581 3.642
H25 0.103 1.380 5.413
H26 -0.591 1.834 -2.197
H27 0.871 1.709 3.968
H28 -7.780 3.428 3.283
H29 0.305 0.190 4.248
H30 1.207 -1.844 -2.942
Cs1 5.820 -5.166 -3.644
O2 -2.610 -2.961 -2.245
H31 -2.170 0.822 1.874
C10 -2.326 0.973 4.635
C11 1.692 -1.179 -2.079
C12 6.991 -3.358 -6.306
C13 -6.097 2.523 2.217
C14 -1.186 0.820 2.358
O3 -0.624 -0.494 2.474
C15 -6.789 3.678 2.896
Cl1 3.720 -1.098 1.247
O4 -4.521 3.773 3.433
H32 -2.870 -1.266 -0.410
H33 4.020 0.392 -1.387
H34 5.859 -2.217 -7.693
C16 5.662 -1.685 -5.647
H35 1.923 0.988 -1.360
H36 1.586 0.886 -3.232

=====

[2]
Entry from the Open Molecules 2025 dataset: a 2-piece molecular cluster, C20H36FINO3 overall (ωB97M-V/def2-TZVPD).

Properties
LUMO energy, Eh: -0.1334
Strongest force on any atom, eV/A: 0.30
Frontier orbital gap, eV: 9.127
Net charge: +1
E_tot, eV: -39767.387
E_HOMO, eV: -12.76

Geometry (Å):
H1 0.924 -0.148 1.412
C1 1.425 2.375 0.487
H2 -1.500 -0.628 5.240
C2 0.810 -1.591 4.272
C3 0.512 -0.141 4.677
H3 -0.379 0.670 -6.536
H4 2.860 3.675 1.302
H5 -3.284 -0.175 2.048
H6 1.582 3.032 -1.973
H7 -1.161 1.087 5.247
H8 -0.891 -0.159 2.541
C4 -3.123 -1.808 3.439
C5 -3.208 -2.699 2.199
H9 2.959 -1.860 4.394
C6 -2.980 -0.316 3.094
H10 -4.010 -1.964 4.059
C7 -1.968 0.307 -9.206
C8 -0.985 0.165 4.684
H11 -1.650 1.351 3.015
C9 -2.517 0.484 -7.016
C10 2.602 -0.866 2.538
C11 2.456 -0.716 -0.034
H12 -2.499 -0.514 -6.574
H13 -4.039 -2.400 1.554
C12 2.580 3.025 0.482
O1 -0.808 0.564 -8.544
I1 -1.044 0.809 -0.384
H14 0.752 -2.224 5.164
H15 2.169 -2.856 3.191
C13 -1.120 1.041 -7.238
F1 0.248 1.323 -3.994
H16 1.158 -1.859 1.274
H17 2.485 -1.665 -0.578
H18 0.920 0.062 5.673
H19 3.497 -0.494 0.212
C14 2.005 0.362 -1.050
C15 1.476 -0.083 -2.418
N1 0.937 2.239 -1.984
C16 -1.584 0.286 3.273
H20 3.300 2.933 -0.329
H21 -3.682 0.280 3.688
H22 1.015 0.557 3.995
H23 0.014 -1.950 3.605
C17 2.178 -1.848 3.625
H24 2.199 1.609 -3.583
H25 2.205 -0.670 -2.979
H26 2.619 0.154 2.936
C18 1.695 -0.905 1.296
O2 -3.016 0.386 -8.348
H27 2.917 0.938 -1.291
O3 -2.047 0.054 -10.358
C19 1.281 1.254 -3.110
H28 0.543 -0.644 -2.340
H29 -1.108 2.133 -7.249
H30 -3.362 -3.746 2.475
H31 3.638 -1.093 2.261
H32 -2.287 -2.649 1.605
H33 0.739 2.465 1.322
H34 -2.274 -2.143 4.045
C20 1.010 1.467 -0.648
H35 -0.014 2.592 -2.120
H36 -3.169 1.132 -6.436

=====

> Which value of frontier orbital gap does entry 1 give?

2.346 eV

=====

> Number 2 is which compound?

C20H36FINO3

=====

> The lowest frontier orbital gap belongs to which entry?

C16H36BClCsFMgN3O4P

=====

> What is the strongest force on any atom in the second record?

0.30 eV/A